Below is C17H18F3N3OPdS2 as an isolated structure in a non-equilibrium geometry, with properties calculated with ωB97M-V with the def2-TZVPD basis set.

```
45
C17H18F3N3OPdS2 ωB97M-V with the def2-TZVPD basis set
H 5.92190 -2.02728 0.00000
H 8.30430 -0.99448 0.00000
C -2.68120 -2.07978 -2.16690
C -5.06010 -0.35718 1.76250
C -2.86600 -0.68718 -1.56900
H -3.82190 -3.58678 -3.21190
S 3.21740 1.90242 0.00000
F 7.24090 3.74482 -1.12510
C -4.02420 2.23152 1.72090
H -4.29870 -1.92548 -3.60280
C -0.91860 -0.64288 0.03970
C -2.80280 -1.37248 1.59190
C 6.07820 -0.97168 0.00000
H -1.01830 0.26572 -1.69780
H 3.11580 -2.20448 0.00000
H -0.90270 -1.97168 1.50670
N 5.10180 -0.41108 0.00000
H -2.08990 1.31842 1.60270
C -3.97010 -2.58618 -2.79420
C -3.15950 1.13612 1.64930
H -6.99330 0.58312 1.91890
C 7.42640 -0.35368 0.00000
H -3.65260 -0.70438 -0.81960
F 7.24090 3.74482 1.12510
C 7.55810 0.99052 0.00000
H -4.77170 -2.64378 -2.05060
C 5.14120 1.22982 0.00000
S 0.74730 -0.51268 0.00000
H -5.47300 -1.36398 1.79150
C 6.52820 3.37342 0.00000
H -3.17420 0.01972 -2.34740
C -3.67490 -0.16558 1.65110
C 6.34720 1.87382 0.00000
C -5.40170 2.03282 1.81040
H -6.07170 2.88732 1.86990
H -1.89000 -2.05858 -2.92560
O -3.21040 -2.45178 2.01630
H -3.62150 3.24152 1.71380
H -2.35800 -2.78448 -1.39190
C -5.92040 0.73942 1.83580
F 5.32410 4.05172 0.00000
N -1.50650 -1.26648 1.10250
Pd 3.11580 -0.51268 0.00000
H 8.55060 1.43162 0.00000
N -1.62610 -0.16218 -1.00630
```

Summary:
E_LUMO (alpha / beta) (eV): -0.26 / -2.08
Frontier orbital gap (alpha / beta) (eV): 6.1 / 6.1
Spin multiplicity: 3
Net charge: 0
Highest occupied orbital energy (alpha / beta) (eV): -6.40 / -8.22

Here are the natural (NBO) charges for atoms 1 to 6, given in e:
1 H 0.21
2 H 0.23
3 C -0.41
4 C -0.17
5 C -0.22
6 H 0.22



Below is C17H18IN5OPdS as an isolated structure in a non-equilibrium geometry, with properties calculated with ωB97M-V with the def2-TZVPD basis set.

```
44
C17H18IN5OPdS ωB97M-V with the def2-TZVPD basis set
C 0.82483 2.79478 -0.22960
H 2.60918 0.16924 4.54561
N 0.10607 -2.09108 0.42211
C -0.27389 -4.14369 -3.18746
N 2.08529 2.47771 0.05867
H 0.37262 -0.20281 -2.58872
H 2.82410 3.16266 0.03846
H -1.65543 0.90268 4.77099
H -0.11303 -5.93709 -2.04302
H 2.36779 0.00863 2.13489
H 2.57826 0.54612 6.61518
H -0.42233 -2.19656 -4.08149
C -0.18880 -2.06721 -1.96136
C -0.00406 -4.20241 -0.78877
H -1.19514 -0.29943 -2.10275
H 2.33474 1.50926 0.24107
C -0.74719 0.70684 4.22090
C 0.53840 0.69236 6.33434
C 0.22108 -2.77089 1.54764
C -0.30466 -2.74008 -3.15433
H 0.34025 -4.65844 2.54690
H -0.37100 -4.65375 -4.13393
Pd 0.08389 -0.10128 0.17440
C -0.02861 -2.77999 -0.75092
C 0.48625 0.57459 4.93151
O -0.07729 1.94952 -0.24562
C -0.12940 -4.85903 -2.03038
H 1.10465 4.90983 0.06120
C 0.14344 -4.88898 0.43158
S -0.91901 0.92492 7.24615
C 1.63039 0.31069 4.11744
C 0.24313 -4.16848 1.59393
N -0.24103 -0.61785 -1.87603
I 1.24074 4.54593 -2.61487
C -0.78793 0.59343 2.86311
C 0.55318 4.22555 -0.57631
C 1.50253 0.21622 2.76327
N 1.67346 0.60544 7.05294
N 0.31945 0.35872 2.11259
H -0.50833 4.45027 -0.54434
H 0.30103 -2.20233 2.46599
H 0.17161 -5.96713 0.43721
H -1.72085 0.69944 2.31149
H 1.64488 0.75295 8.05011
```

Summary:
E_LUMO (eV): -6.94
Frontier orbital gap (eV): 6.5
Energy relative to the best compared isomer or geometry (same formula, charge and spin) (kcal/mol): 1.4
Net charge: +2
Highest occupied orbital energy (eV): -13.41

Here are the natural (NBO) charges for atoms 1 to 6, given in e:
1 C 0.69
2 H 0.24
3 N -0.44
4 C -0.17
5 N -0.77
6 H 0.43



Below is one molecule with the formula C17H18N2O4S, with properties calculated with ωB97M-V with the def2-TZVPD basis set.

```
42
C17H18N2O4S ωB97M-V with the def2-TZVPD basis set
C 1.91274 0.40529 -2.01201
H 1.64924 -1.54059 5.43225
C -1.75912 -0.77459 -3.89845
C 0.51929 0.71060 3.49493
C 0.71974 0.46613 -1.31887
H -3.29518 1.10174 1.19183
N -1.65398 0.19482 -1.20081
N 1.31677 1.20796 4.52285
S -1.85629 -0.96174 0.01122
H 1.80852 -0.67866 -5.80412
H -2.39040 0.08519 -4.13135
H 0.69117 0.79400 -0.29168
H 0.12119 -0.21293 -6.02790
H 0.34020 -1.95678 1.41767
H 2.85136 -0.03019 -3.87764
C 0.84742 -0.53537 2.94393
H -2.29786 -1.42478 -3.20868
O -1.23728 -2.19676 -0.37083
C -0.46358 -0.33423 -3.27751
C 2.27020 0.47415 5.15397
H 0.52705 -1.85071 -5.50772
C 1.91825 0.00423 -3.33454
C 0.10048 -1.01362 1.87930
H 3.31915 -1.37371 4.84049
H -2.72799 2.55556 2.04594
H -0.78419 2.39590 3.43220
C -0.46271 0.10548 -1.95017
H -2.15522 2.18427 0.41125
C 2.30216 -0.99078 4.73417
H 2.83525 0.67945 -1.52317
O 2.98788 0.93425 6.00889
C -0.95306 -0.26658 1.38757
O -3.26442 -0.97296 0.29220
C 0.80152 -0.80052 -5.41371
H -2.49239 0.23432 -1.76254
H -1.58892 -1.32568 -4.81679
C -2.44392 1.75375 1.36950
C -0.55006 1.43756 2.99204
C 0.74354 -0.36340 -3.97889
H 1.19105 2.16843 4.81582
O 1.91218 -1.25054 3.40050
C -1.30975 0.96203 1.92885
```

Summary:
E_LUMO (eV): 0.47
Frontier orbital gap (eV): 9.2
Structure (SMILES): Cc1cc2c(cc1S(=O)(=O)Nc1cccc(C)c1C)OCC(=O)N2
Energy relative to the best compared isomer or geometry (same formula, charge and spin) (kcal/mol): 28.2
Net charge: 0
Highest occupied orbital energy (eV): -8.76

Here are the natural (NBO) charges for atoms 1 to 6, given in e:
1 C -0.20
2 H 0.20
3 C -0.67
4 C 0.19
5 C -0.23
6 H 0.25



Below is one molecule with the formula C17H18N2O5 in a non-equilibrium geometry, with properties calculated with ωB97M-V with the def2-TZVPD basis set.

```
42
C17H18N2O5 ωB97M-V with the def2-TZVPD basis set
C 5.62401 0.95590 -0.42393
C 3.29912 -0.56067 -0.35449
H 9.95528 -0.58457 -0.10498
H -0.28165 2.33648 1.34781
H 1.23212 -0.01985 1.38830
C -3.60323 -0.97292 0.76802
C -0.88552 -0.15160 0.98029
H -3.64621 2.04343 -0.74486
C -4.02621 1.10662 -0.36845
H 4.58022 -2.24494 -0.12098
O 2.07425 1.53741 -0.66162
C -5.34916 0.76595 -0.51445
O -1.84863 0.67526 0.36046
H -7.51982 -1.79790 0.24642
N -8.04793 -0.07485 -0.75466
H -0.80238 -1.11289 0.45696
O -9.34763 -0.56168 -0.82642
C 6.98908 -1.10261 -0.14542
C 3.21846 0.82052 -0.50790
C 4.53380 -1.17154 -0.23816
H 0.77248 -0.00775 -1.13906
O 0.40747 1.76208 1.70546
C -7.21757 -0.83438 -0.16745
H 4.31914 2.63757 -0.66118
C -3.13663 0.24009 0.27429
H 2.41150 -1.17392 -0.32874
H 0.10484 1.62804 -0.93735
C 4.40072 1.56899 -0.54118
H -5.28769 -2.25337 1.00637
H -2.94131 -1.66055 1.27047
H -6.03859 1.43012 -1.00993
H 6.53500 1.53171 -0.44777
C -5.82867 -0.45275 -0.02272
H -1.15222 -0.33166 2.02956
H -9.83930 0.12714 -1.29504
N 8.07947 -0.45366 -0.18463
O 9.23106 -1.22371 -0.05464
C 0.82401 0.90763 -0.53722
H 6.97630 -2.18684 -0.01857
C 5.71305 -0.43187 -0.26935
C 0.45520 0.60007 0.92900
C -4.93626 -1.30847 0.61773
```

Summary:
E_LUMO (eV): 0.58
Frontier orbital gap (eV): 8.8
Structure (SMILES): O/N=C/c1ccc(OCC(O)COc2ccc(/C=N/O)cc2)cc1
Energy relative to the best compared isomer or geometry (same formula, charge and spin) (kcal/mol): 135.5
Net charge: 0
Highest occupied orbital energy (eV): -8.21

Here are the natural (NBO) charges for atoms 1 to 6, given in e:
1 C -0.14
2 C -0.34
3 H 0.48
4 H 0.47
5 H 0.20
6 C -0.33



Below is one molecule with the formula C17H18N4O5S, with properties calculated with ωB97M-V with the def2-TZVPD basis set.

```
45
C17H18N4O5S ωB97M-V with the def2-TZVPD basis set
H 1.67490 1.84859 1.50100
H -0.85750 -3.10867 1.04188
O 1.16036 3.17817 -1.87834
C -0.26712 -1.37519 2.18159
H 1.88778 3.08316 -5.46777
H 4.29933 -1.01721 2.35149
N 1.08222 -1.73745 2.13715
H 3.62750 -2.55868 2.93514
H -4.87851 -0.72503 0.23664
C 3.01920 -1.10224 -0.35068
H 1.27362 -2.58216 1.61198
C -2.06989 0.06674 2.83370
C 2.16531 -1.01944 2.53169
H -0.47731 3.87914 -5.47336
H -4.92154 -2.96525 2.32123
H 2.63769 -0.17928 -3.39846
H -2.43912 0.95009 3.32898
C -0.17949 3.07361 -4.80846
C -1.17931 -2.21158 1.54841
N 1.64569 1.96970 0.50093
C 2.11417 1.01630 -1.68697
H 1.27895 2.79824 0.05270
C 2.60471 -0.12180 -2.31949
C -4.74175 -2.59196 1.30362
C -2.53431 -1.91778 1.55985
H -0.02420 0.39960 3.35391
C -0.72388 -0.23782 2.84215
S 3.58463 -2.47191 0.57215
C 3.48544 -1.73201 2.23788
H -0.73015 3.16516 -3.87538
H 1.55555 4.10076 -4.03161
C -2.98587 -0.75401 2.18943
H -0.42335 2.12038 -5.27136
C 1.31615 3.16134 -4.54080
C 1.62779 2.19139 -2.41449
O 2.13920 0.01299 3.16461
O 1.76807 2.07067 -3.73778
C 2.10509 0.98426 -0.26060
N 2.58167 -0.09375 0.36751
O -3.39206 -2.79650 0.94845
N 3.04958 -1.18621 -1.67410
C -5.08136 -1.10312 1.24847
H -5.33958 -3.16306 0.59199
O -4.31136 -0.39319 2.19143
H -6.12696 -0.92499 1.50368
```

Summary:
E_LUMO (eV): 0.32
Frontier orbital gap (eV): 8.2
Structure (SMILES): CCOC(=O)c1cnc(SCC(=O)Nc2ccc3c(c2)OCCO3)nc1N
Energy relative to the best compared isomer or geometry (same formula, charge and spin) (kcal/mol): 11.7
Net charge: 0
Highest occupied orbital energy (eV): -7.89

Here are the natural (NBO) charges for atoms 1 to 6, given in e:
1 H 0.43
2 H 0.22
3 O -0.64
4 C 0.15
5 H 0.19
6 H 0.25



Taking the records one at a time from the top gives DFT total energy values of -57736.257 -49822.349 -39926.971 -31134.998 -44955.647 eV.